The following is a DFT calculation (the ωB97M-V functional and the def2-TZVPD basis) of a structure of composition HI2PS2 in a non-equilibrium geometry.

Geometry as XYZ:
```
6
Properties=species:S:1:pos:R:3:lowdin_charge:R:1
S -1.870 0.208 1.728 -0.24
I -4.039 -0.709 2.139 0.33
S 0.659 -0.987 0.606 0.25
I -1.500 -3.474 2.115 0.16
H 0.856 -1.518 -0.563 -0.23
P -1.394 -1.445 0.528 -0.28
```

Its total energy is -1733.75559 hartree. The net charge is 0.



The following is a DFT calculation (the ωB97M-V functional and the def2-TZVPD basis) of a structure of composition HIN2 in a non-equilibrium geometry.

Geometry as XYZ:
```
4
Properties=species:S:1:pos:R:3:lowdin_charge:R:1
N 2.140 -0.555 -0.026 -0.67
H -1.538 0.541 -0.089 -0.19
I 0.582 0.393 -0.026 1.41
N -1.184 -0.379 0.140 -0.54
```

Its total energy is -407.53136 hartree. The net charge is 0.